Computed, not measured: 2 unconnected molecules or ions with the total composition C3H7BrN2 at a distorted geometry, with ωB97M-V/def2-TZVPD.

Computed properties:
⟨S²⟩ = 2.0073
energy above the lowest of the compared OMol25 structures with the same formula, charge and spin = 0.000 eV
multiplicity = 3
highest occupied orbital energy (alpha / beta) = -7.15 / -9.88 eV
LUMO (alpha / beta) = 1.07 / -2.90 eV
net charge = 0
frontier orbital gap (alpha / beta) = 0.3021 / 0.2564 Ha

CARTESIAN COORDINATES (ANGSTROEM)
C: 1.437010 -0.673261 0.413601
C: 0.222965 -1.492588 0.041329
C: 0.299902 0.005643 -0.289800
N: -0.771966 2.018095 -0.060315
N: -0.479560 0.797761 0.470509
Br: -2.993991 -0.614249 -0.097620
H: 1.410773 -0.386146 1.376118
H: 2.354099 -0.795591 0.043391
H: 0.147431 -2.128146 -0.826139
H: -0.239509 -1.966055 0.852783
H: 0.520469 0.340272 -1.331139
H: -0.616042 2.272271 -1.104252
H: -1.291580 2.621990 0.511540

Forces on the atoms, in the same order (eV/Å):
C -3.2 -0.8 -1.3
C 1.4 0.5 -1.5
C 1.0 -1.2 -1.5
N 1.4 -1.0 -2.6
N -1.8 2.9 1.0
Br -0.2 0.0 0.0
H 0.1 0.6 3.4
H 3.3 -0.4 -1.9
H 0.7 -0.1 -0.3
H -1.3 0.3 1.1
H -0.4 -0.6 0.5
H -0.3 -0.8 2.6
H -0.8 0.6 0.5